#w
The molecule C2H3N3O3, computed with ωB97M-V/def2-TZVPD.

Atoms and positions in Å:
O (-2.52207, -0.80978, -0.06855)
N (-2.09573, 0.48324, -0.14432)
C (-0.81126, 0.46126, -0.00322)
N (0.06361, 1.55496, -0.11366)
C (1.20905, 1.05409, 0.04317)
N (1.24410, -0.27568, 0.45252)
O (2.04222, -0.97579, -0.48691)
O (-0.12682, -0.63719, 0.33529)
H (-3.53286, -0.77338, -0.10539)
H (2.16351, 1.59957, -0.04059)
H (2.36626, -1.68130, 0.13168)

Computed properties:
HOMO: -8.8 eV
structure (SMILES): O/N=c1/ncn(O)o1
HOMO-LUMO gap: 9.012 eV



#x
The molecule C2H3N3O3, computed with ωB97M-V/def2-TZVPD.

Atoms and positions in Å:
H (-0.94632, -2.20397, -0.12707)
N (-1.24443, -1.53198, 0.56012)
C (-0.77832, -0.36329, 0.33257)
O (-1.19066, 0.70279, 1.01662)
C (-0.44556, 1.83564, 0.55145)
O (-0.61123, 2.94014, 0.92450)
O (0.50049, 1.40545, -0.43143)
N (0.16303, 0.04174, -0.70153)
N (1.25423, -0.74731, -0.77751)
H (1.88410, -0.58701, 0.03427)
H (1.41467, -1.49220, -1.38200)

Computed properties:
HOMO: -10.0 eV
structure (SMILES): [H]/N=c1/oc(=O)on1N
HOMO-LUMO gap: 10.515 eV



Tell me which of them is the least stable. Sure, it is #w.



#w
The molecule C2H3N3O3, computed with ωB97M-V/def2-TZVPD.

Atoms and positions in Å:
O (0.33730, -2.42482, -0.15300)
C (0.16104, -1.21284, -0.36498)
N (0.91903, -0.40524, -1.21575)
C (0.51225, 0.79059, -0.83334)
O (1.06043, 1.88443, -1.29617)
N (-0.37161, 0.79572, 0.35418)
N (-0.92447, -0.52994, 0.12921)
O (-1.50780, -0.88349, 1.45966)
H (0.39457, 2.72876, -1.26429)
H (0.06577, 0.89678, 1.38493)
H (-0.64651, -1.63994, 1.79953)

Computed properties:
HOMO: -10.0 eV
structure (SMILES): O=c1nc(O)[nH]n1O
HOMO-LUMO gap: 9.890 eV



#x
The molecule C2H3N3O3, computed with ωB97M-V/def2-TZVPD.

Atoms and positions in Å:
H (-0.33224, -2.00288, 1.46212)
N (0.08065, -2.16380, 0.51508)
C (0.51117, -1.15086, -0.08838)
O (1.32886, -0.91381, -1.21288)
N (0.74204, 0.25987, -1.84014)
C (0.14414, 0.79250, -0.85569)
O (-0.27220, 2.05916, -0.97650)
N (0.23950, 0.20808, 0.32838)
O (-0.82072, 0.33244, 0.99676)
H (-1.02230, 2.09507, -0.24415)
H (-0.59890, 0.48422, 1.91540)

Computed properties:
HOMO: -9.6 eV
structure (SMILES): [H]/N=c1/onc(O)n1O
HOMO-LUMO gap: 9.552 eV



Tell me which of them is the least stable. Sure, it is #x.